Entry 1:
{"formula": "C5H7N3O", "method": "ωB97M-V with the def2-TZVPD basis set", "species": ["C", "C", "C", "C", "C", "H", "H", "H", "H", "H", "H", "H", "N", "N", "N", "O"], "xyz": [[0.931286, -0.580368, 0.087382], [0.849575, 0.995945, 0.149303], [-0.505980, 1.542566, 0.086385], [-1.632633, 0.775402, -0.095520], [-1.581238, -0.727709, 0.003913], [3.852492, -1.003622, -0.059800], [1.274664, 1.399452, 1.083681], [1.227776, 1.519658, -0.652592], [-0.599294, 2.608898, -0.118105], [-2.536540, 1.297528, -0.496873], [-3.379559, -1.140634, -0.039230], [-0.240480, -2.208142, 0.121644], [2.022229, -1.247670, 0.080560], [-2.483315, -1.583460, -0.036109], [-0.262132, -1.245522, 0.097569], [3.063156, -0.402316, -0.212201]], "forces_ev_per_a": [[0.03, 1.97, 0.13], [-0.84, -1.84, 2.26], [-3.50, -1.70, -1.16], [0.99, 1.19, -0.14], [2.81, 1.68, -0.10], [-1.33, 1.31, -0.34], [0.57, -0.51, -0.40], [2.07, 0.55, -1.83], [0.07, -0.12, 0.33], [0.58, -0.85, 0.84], [-0.74, 0.20, -0.20], [0.17, -2.43, 0.02], [-1.62, -0.27, -0.38], [-1.09, -0.94, 0.17], [-1.04, 2.38, 0.22], [2.87, -0.61, 0.58]], "homo_ev": -8.308, "spin_multiplicity": 1, "e_lumo_ev": 0.811, "total_charge": 0, "de_lowest_kj_mol": 252.66, "homo_lumo_gap_ha": 0.33510}

=====

Entry 2:
{"formula": "C4H8O2", "method": "ωB97M-V with the def2-TZVPD basis set", "species": ["C", "O", "C", "C", "C", "O", "H", "H", "H", "H", "H", "H", "H", "H"], "xyz": [[-1.317728, 0.857218, 0.893155], [-0.892945, 0.077844, -0.198947], [0.499576, 0.105314, -0.478500], [1.314642, -0.696323, 0.533976], [0.774614, -0.466746, -1.869337], [-0.340945, -0.843679, -2.420282], [-0.962906, 1.895527, 0.802121], [-0.960491, 0.443847, 1.846911], [-2.411297, 0.850348, 0.892100], [0.852273, 1.151251, -0.507463], [0.868899, -1.690081, 0.653048], [1.349437, -0.209204, 1.513263], [2.335915, -0.819547, 0.163556], [-1.109043, -0.655769, -1.823601]], "forces_ev_per_a": [[-0.06, 0.17, 0.25], [0.01, -0.08, -0.10], [0.19, -0.02, -0.04], [0.04, -0.05, 0.07], [-0.38, 0.02, 0.08], [0.18, 0.08, 0.09], [-0.07, -0.18, 0.00], [-0.06, 0.07, -0.17], [0.20, 0.02, 0.01], [-0.04, -0.15, -0.03], [0.08, 0.13, -0.03], [-0.03, -0.05, -0.16], [-0.14, 0.05, 0.08], [0.08, 0.01, -0.06]], "homo_ev": -8.585, "spin_multiplicity": 1, "e_lumo_ev": 0.800, "total_charge": 0, "de_lowest_kj_mol": 342.93, "homo_lumo_gap_ha": 0.34486}

=====

Entry 3:
{"formula": "C6H15BN2O6S2", "method": "ωB97M-V with the def2-TZVPD basis set", "species": ["C", "N", "C", "B", "O", "N", "S", "C", "O", "O", "C", "C", "C", "S", "O", "O", "O", "H", "H", "H", "H", "H", "H", "H", "H", "H", "H", "H", "H", "H", "H", "H"], "xyz": [[-3.414641, -2.672554, -0.033962], [-2.026958, -2.218027, -0.167428], [-1.200741, -2.622690, 0.971604], [-1.913887, -0.787368, -0.465751], [-2.397774, 0.202625, 0.340306], [-1.255369, -0.397817, -1.716458], [-1.376635, 1.284050, -2.199330], [0.083195, -0.850108, -1.881771], [0.464675, -1.581202, -2.733400], [0.899694, -0.367460, -0.891823], [2.060202, 0.348663, -1.350011], [2.820866, 0.870568, -0.140683], [1.919454, 1.429246, 0.971720], [2.033358, 3.202537, 1.130513], [3.307632, 3.673457, 0.666123], [0.838399, 3.809156, 0.640850], [2.053253, 3.303277, 2.729538], [-3.636980, -2.988477, 0.991733], [-4.133630, -1.888911, -0.292390], [-3.616777, -3.523277, -0.689155], [-1.537680, -2.181864, 1.923646], [-1.205999, -3.709191, 1.067706], [-0.170154, -2.298856, 0.813251], [-2.942543, -0.131133, 1.059951], [-2.707279, 1.258253, -2.314139], [1.762868, 1.159502, -2.020573], [2.693430, -0.335095, -1.918074], [3.430150, 0.065213, 0.268454], [3.512052, 1.638316, -0.488679], [2.222047, 1.030099, 1.936529], [0.868361, 1.190307, 0.822560], [2.567413, 4.088763, 2.969145]], "forces_ev_per_a": [[-0.02, -0.17, -0.07], [0.10, 0.26, 0.42], [0.05, 0.06, -0.16], [0.23, -0.24, -0.29], [-0.34, 0.04, -0.22], [-0.21, 0.36, 0.69], [0.24, 0.04, 0.17], [-0.14, -0.40, 0.00], [0.15, 0.00, -0.34], [-0.30, 0.50, -0.16], [0.42, -0.31, -0.07], [-0.16, -0.11, -0.12], [0.20, -0.10, 0.08], [-0.03, 0.01, -0.12], [-0.04, 0.00, 0.06], [0.02, 0.00, -0.01], [-0.04, 0.04, -0.02], [0.00, 0.07, 0.00], [0.03, -0.01, -0.06], [0.02, 0.00, 0.02], [-0.05, -0.11, 0.02], [0.03, 0.01, 0.04], [0.01, -0.08, -0.01], [0.06, 0.00, 0.05], [-0.03, -0.03, -0.14], [-0.22, 0.01, 0.13], [0.01, 0.06, -0.03], [-0.07, -0.01, 0.06], [0.05, -0.03, 0.04], [0.00, 0.05, 0.02], [0.00, 0.09, -0.04], [0.02, 0.00, 0.02]], "homo_ev": -8.797, "spin_multiplicity": 1, "e_lumo_ev": 0.321, "total_charge": 0, "homo_lumo_gap_ha": 0.33511}

=====

Entry 4:
{"formula": "C5H9N4S2", "method": "ωB97M-V with the def2-TZVPD basis set", "species": ["C", "C", "C", "C", "C", "N", "N", "N", "N", "S", "S", "H", "H", "H", "H", "H", "H", "H", "H", "H"], "xyz": [[1.868716, 0.945687, -0.294909], [-2.384226, -0.390206, -0.639802], [1.525590, -1.473676, 0.821691], [-1.605309, 1.634638, 0.778202], [-0.672369, 0.917586, -0.133545], [0.639864, 1.063962, 0.003576], [-1.211227, -0.029586, -0.908098], [2.534161, 1.886074, -0.983495], [-3.016588, -1.476356, -1.111109], [2.813357, -0.542147, 0.091639], [-3.174834, 0.694612, 0.565120], [1.154690, -1.131274, 1.914304], [1.917786, -2.396301, 1.147683], [-1.238129, 1.578247, 1.799953], [-1.841905, 2.744849, 0.638847], [0.554380, -1.333407, 0.235503], [2.047103, 2.765958, -1.129439], [3.514170, 2.041947, -0.920844], [-2.603109, -2.068392, -1.772928], [-3.733654, -1.848224, -0.528544]], "forces_ev_per_a": [[1.52, -1.31, -0.46], [-2.94, 0.15, 1.73], [-3.42, 2.09, 2.75], [-1.52, 0.93, 0.42], [2.75, -0.10, 0.15], [-3.39, 0.75, -0.05], [3.74, -0.03, -1.88], [-1.06, 0.97, 0.04], [-0.04, 1.89, 1.27], [-0.09, 1.58, -0.16], [0.06, -0.34, -0.01], [1.16, 0.11, -2.21], [0.13, -1.63, -0.77], [-0.04, -0.26, 0.13], [0.66, -1.54, -0.47], [1.60, -1.32, 0.41], [-0.10, -0.35, -0.05], [0.80, -0.63, 0.09], [0.82, -0.74, -0.93], [-0.65, -0.21, -0.01]], "homo_ev": -12.962, "spin_multiplicity": 1, "e_lumo_ev": -4.039, "total_charge": 1, "de_lowest_kj_mol": 25.88, "homo_lumo_gap_ha": 0.32791}